Molecular formula: C5H8BrP
Method: DFT, ωB97M-V with the def2-TZVPD basis set

Structure (XYZ):
```
15
Properties=species:S:1:pos:R:3:forces:R:3
C -1.723 1.749 -0.736 0.2 -0.2 -0.2
C 0.228 -0.902 -1.606 1.1 0.8 0.9
C 1.634 -0.520 -0.887 0.2 -2.8 -0.7
C 1.051 0.735 -0.318 -0.8 2.2 1.2
C -1.204 -0.878 0.929 3.4 2.5 0.7
P -0.819 0.334 -0.522 2.8 -2.0 0.1
Br 0.277 -0.879 -3.438 -0.2 -0.1 -0.9
H -2.765 1.490 -0.682 -0.9 0.1 0.0
H 1.907 -1.377 -0.111 -0.5 1.9 -1.5
H 2.537 -0.415 -1.650 -2.0 -0.1 1.7
H 1.108 0.996 0.767 0.8 -0.3 -0.7
H 1.369 1.646 -0.931 -0.9 -1.2 0.8
H -0.930 -0.119 1.758 -0.6 -1.4 -0.7
H -0.493 -1.757 1.033 -1.0 1.1 -0.5
H -2.215 -1.109 1.025 -1.6 -0.5 -0.1
```
Positions in Å, forces in eV/Å.

Values from the calculation:
Total energy ... -84638.986 eV
E_HOMO (alpha / beta) ... -7.8 / -8.6 eV
Largest force on an atom ... 4.3 eV/A
Gap between HOMO and LUMO (alpha / beta) ... 6.69 / 7.89 eV

Molecular formula: C46H65CsF5N4PS2
Method: DFT, ωB97M-V with the def2-TZVPD basis set

Structure (XYZ):
```
124
Properties=species:S:1:pos:R:3:forces:R:3
Cs 0.366 0.013 -1.490 -0.2 -0.3 0.4
C 0.003 -4.162 0.020 -0.4 -0.1 -0.9
C -1.235 -3.926 -0.667 0.5 0.2 0.5
C -0.931 -3.739 -2.050 -0.8 0.7 0.2
C 0.474 -3.701 -2.135 0.9 -0.5 -0.5
C 1.050 -4.092 -0.909 -0.3 0.5 0.4
C 2.516 -4.348 -0.645 -0.7 -0.1 -0.7
C 3.283 -3.020 -0.822 0.8 0.0 0.7
C 3.018 -5.377 -1.677 0.4 0.4 -0.6
C 2.752 -4.938 0.750 -0.3 0.3 0.2
C -1.834 -3.674 -3.322 0.7 -0.7 0.7
C -0.958 -4.203 -4.490 0.8 -1.4 0.6
C -2.276 -2.224 -3.644 -0.3 -1.7 -1.1
C -3.017 -4.700 -3.260 0.6 0.7 1.3
C -2.517 -3.844 0.155 0.3 0.1 0.2
C -3.479 -2.718 -0.270 0.0 -0.1 -0.5
C -2.178 -3.563 1.627 0.1 0.7 0.7
C -3.186 -5.213 0.178 -1.0 -1.3 -0.6
H 0.088 -4.421 1.062 0.1 0.0 0.0
H 1.052 -3.486 -3.042 -0.2 -0.4 0.2
H 3.530 -2.767 -1.873 -0.2 -0.3 0.5
H 4.231 -3.101 -0.226 -0.5 0.4 -0.6
H 2.675 -2.197 -0.403 0.4 -0.3 -0.1
H 2.867 -4.974 -2.708 0.1 -0.4 0.7
H 2.483 -6.342 -1.610 0.3 0.4 0.1
H 4.105 -5.511 -1.528 -0.3 -0.3 -0.1
H 2.422 -4.224 1.542 0.2 -0.5 -0.4
H 3.827 -5.120 0.864 -0.1 -0.1 0.2
H 2.204 -5.902 0.865 0.3 0.7 0.0
H -0.197 -3.465 -4.757 0.0 -0.2 -0.1
H -1.518 -4.470 -5.384 -0.4 0.3 -0.2
H -0.431 -5.193 -4.187 -0.7 1.8 -0.3
H -1.390 -1.665 -3.949 -0.1 0.3 0.2
H -2.822 -1.768 -2.836 0.0 0.3 0.2
H -2.934 -2.323 -4.534 0.2 0.5 0.3
H -2.603 -5.689 -2.979 -0.3 0.5 -0.2
H -3.485 -4.742 -4.215 -0.3 -0.2 -1.0
H -3.821 -4.422 -2.558 0.5 -0.1 -0.1
H -3.094 -1.672 -0.216 -0.1 -0.9 0.4
H -4.386 -2.841 0.305 -0.3 0.4 0.5
H -3.823 -2.814 -1.293 0.1 -0.2 -0.3
H -1.623 -2.600 1.710 -0.2 -0.7 0.0
H -1.580 -4.368 2.085 -0.2 0.4 -0.2
H -3.098 -3.463 2.248 0.4 -0.1 -0.5
H -3.596 -5.488 -0.818 0.4 0.2 0.5
H -4.095 -5.242 0.843 0.9 -0.1 -0.2
H -2.427 -6.023 0.420 -1.0 1.0 0.0
N -0.206 2.378 -3.534 0.9 -0.1 -0.4
N -1.427 2.861 -3.969 -2.1 -0.3 0.1
C -1.610 3.236 -5.234 0.8 0.3 -0.7
N -2.785 3.816 -5.573 -1.7 -0.2 0.7
S -0.353 3.108 -6.377 -0.2 0.1 -0.1
H 0.082 3.045 -2.830 0.4 0.3 0.3
H 0.382 2.540 -4.370 0.3 -0.3 0.5
H -2.216 2.442 -3.440 0.3 0.5 -0.1
H -3.565 3.854 -4.866 1.4 -0.1 -1.4
H -3.051 3.827 -6.554 0.4 0.0 0.5
C 5.847 1.197 2.653 -0.4 0.2 0.0
C 4.880 0.040 2.951 -0.5 1.0 0.2
C 5.397 -1.274 2.395 0.2 -0.8 0.0
P 3.094 0.452 2.416 0.2 -0.6 -1.0
C 2.035 -0.927 3.250 0.9 0.3 -2.1
C 2.635 -1.442 4.524 -0.4 -1.6 0.6
C 0.584 -0.469 3.331 -1.6 0.4 -0.4
C 2.652 1.872 3.433 -1.0 0.5 -0.4
C 3.102 2.032 4.707 -0.5 1.7 1.3
C 2.691 3.117 5.514 -0.8 0.5 0.1
C 3.178 3.353 6.946 -0.4 0.1 -0.9
C 1.703 4.012 5.009 1.3 -0.9 0.0
C 1.239 3.888 3.720 -0.7 0.8 -1.1
C 1.694 2.838 2.878 0.5 -1.1 -1.6
N 1.389 2.658 1.568 0.8 -1.3 1.7
C 0.802 3.486 0.718 0.5 2.4 -1.4
C -0.612 3.816 0.746 1.5 -0.3 -0.3
C -1.538 3.001 1.613 0.2 -0.1 1.3
C -1.044 4.836 -0.077 0.6 1.2 -1.2
C -0.172 5.493 -1.023 -1.1 -0.3 0.9
C -0.725 6.643 -1.833 0.1 0.1 -1.0
C 1.160 5.087 -1.158 -0.2 -0.6 0.3
C 1.721 4.139 -0.290 -2.0 -0.4 0.5
C 3.192 3.751 -0.398 -0.6 -0.5 -0.1
H 6.864 0.966 2.974 0.1 -0.2 0.0
H 5.550 2.106 3.179 -0.1 0.0 0.1
H 5.874 1.458 1.601 0.0 -0.1 -0.4
H 4.843 0.034 4.029 0.1 -0.6 0.6
H 5.842 -1.148 1.395 -0.2 0.1 0.2
H 4.613 -2.054 2.293 0.4 0.4 0.1
H 6.202 -1.681 3.055 -0.5 0.2 -0.4
H 2.070 -1.703 2.447 0.0 0.3 0.7
H 3.043 -0.620 5.096 -0.1 0.1 0.5
H 3.462 -2.207 4.397 -0.9 0.9 -0.1
H 1.801 -1.951 5.080 0.9 0.4 0.0
H 0.266 -0.008 4.275 0.5 -0.1 0.1
H -0.136 -1.297 3.162 0.6 0.1 0.2
H 0.253 0.285 2.572 0.8 -0.4 0.3
H 3.814 1.369 5.145 0.5 -0.5 0.2
H 3.039 4.430 7.111 0.1 -0.3 0.4
H 4.253 3.134 7.054 -0.5 -0.2 0.2
H 2.527 2.789 7.638 0.6 0.2 0.1
H 1.371 4.847 5.621 0.0 -0.1 0.0
H 0.569 4.666 3.247 0.7 -1.0 0.7
H -1.766 2.044 1.134 0.0 0.0 0.0
H -2.505 3.475 1.826 0.2 0.2 -0.4
H -1.115 2.778 2.635 -0.1 0.2 -1.1
H -2.089 5.200 0.009 0.7 -0.3 -0.2
H -0.711 6.446 -2.934 -0.2 -0.1 0.7
H -0.163 7.592 -1.751 -0.1 -0.4 0.4
H -1.762 6.828 -1.537 0.1 0.1 -0.1
H 1.760 5.488 -1.987 -0.1 0.1 0.5
H 3.648 4.107 -1.364 -0.5 -0.4 0.9
H 3.231 2.637 -0.286 0.3 0.8 -0.2
H 3.768 4.172 0.436 0.0 -0.1 -0.1
F -8.589 3.444 -2.395 0.5 -0.7 -0.1
C -7.414 2.741 -2.296 -1.4 -0.1 0.6
C -7.242 1.780 -1.299 2.7 -0.2 0.2
F -8.197 1.507 -0.388 0.0 -0.1 -0.6
C -5.913 1.214 -1.114 -0.8 0.9 -1.2
F -5.757 0.143 -0.339 -0.4 0.1 0.5
C -4.759 1.696 -1.795 -1.9 0.7 -0.4
S -3.162 1.139 -1.682 0.6 -0.4 0.3
C -5.094 2.722 -2.718 0.9 -0.1 0.2
F -4.041 3.408 -3.292 -1.2 -0.6 0.4
C -6.355 3.111 -3.104 1.2 -0.2 0.6
F -6.461 3.929 -4.153 -0.5 0.5 0.0
```
Positions in Å, forces in eV/Å.

Values from the calculation:
Net charge ... -2
Total energy ... -99811.316 eV
E_HOMO ... -1.7 eV
Largest force on an atom ... 2.8 eV/A
Gap between HOMO and LUMO ... 5.23 eV